a | 2 unconnected molecules or ions with the total composition C4H12N2O2, computed with wB97M-V/def2-TZVPD.

The calculation puts the HOMO energy at -8.96 eV. As for the SMILES: NCNCCC=O.O. Its orbital gap is 9.7200 eV.

Element x y z (Å)
N  1.5655  0.3084  2.9349
C  0.2167  0.7281  2.6311
N  -0.1106  0.9523  1.2049
C  0.3727  -0.1038  0.3093
C  -0.5167  -0.1900  -0.9436
C  -0.3185  -1.5996  -1.5039
O  -0.1315  -1.8999  -2.6463
H  1.6774  -0.6988  2.9350
H  2.2916  0.7818  2.4160
H  0.1093  1.7318  3.0622
H  -0.5464  0.0844  3.0567
H  0.2377  1.8434  0.8836
H  1.4162  0.0725  0.0026
H  0.2581  -1.0557  0.8320
H  -1.5287  0.0161  -0.5681
H  -0.4656  0.6733  -1.6123
H  -0.3954  -2.3411  -0.6773
O  -1.6203  0.5545  -4.1129
H  -1.8053  -0.3462  -3.8385
H  -0.7061  0.4886  -4.3655

---

b | 2 unconnected molecules or ions with the total composition C4H12N2O2, computed with wB97M-V/def2-TZVPD.

The calculation puts the HOMO energy at -9.00 eV. As for the SMILES: CC[C@@H](N)C(N)=O.O. Its orbital gap is 9.7673 eV.

Element x y z (Å)
C  -2.6837  -0.1478  0.5703
C  -1.7703  0.7057  -0.1973
C  -0.7761  -0.1698  -0.9839
N  -0.6581  0.3323  -2.3910
C  0.5400  0.0087  -0.0731
N  0.6898  -1.1075  0.6980
O  1.3239  0.9916  -0.0479
H  -3.6048  -0.7675  0.1288
H  -3.2216  0.5558  1.2813
H  -2.1541  -1.0023  1.0555
H  -2.3142  1.1713  -1.0945
H  -1.2435  1.5418  0.3892
H  -1.0190  -1.2174  -1.1598
H  0.1366  -0.0646  -2.9543
H  -0.7209  1.2423  -2.4855
H  0.7088  -1.8552  0.1551
H  1.4652  -1.0566  1.4349
O  2.9477  -0.4593  1.9599
H  2.9906  0.0857  1.1568
H  2.7227  0.1543  2.7519

---

c | C4H12N2O2 in the gas phase, computed with wB97M-V/def2-TZVPD.

The calculation puts the HOMO energy at -9.58 eV. As for the SMILES: C[C@H](O)[C@@H](C)N(N)O. Its orbital gap is 10.4914 eV.

Element x y z (Å)
C  0.1627  0.1027  2.0798
C  0.6805  0.8817  0.8844
O  0.3402  2.2538  1.0402
C  0.2205  0.3887  -0.6366
C  1.2864  -0.4979  -1.2832
N  -1.1372  -0.1277  -0.5814
N  -1.2265  -1.4248  -0.0608
O  -1.4243  -0.2298  -2.1373
H  -0.9183  0.2258  2.2025
H  0.6104  0.4970  2.9998
H  0.4204  -0.9570  2.0200
H  1.7741  0.8378  0.8823
H  -0.6319  2.3057  1.0450
H  0.1867  1.3387  -1.1795
H  1.4190  -1.4437  -0.7504
H  2.2533  0.0147  -1.2883
H  1.0296  -0.7140  -2.3248
H  -2.1920  -1.7492  -0.0790
H  -0.6885  -2.0961  -0.6094
H  -2.1651  0.3938  -2.2235

---

a is the most stable structure; the next one sits 0.313 eV above it.